Entry 1:
Computed, not measured: C15H20FOYb as an isolated structure at a distorted geometry, with wB97M-V/def2-TZVPD.

The calculation puts the HOMO energy (alpha / beta) at 2.94 / 2.92 eV. Its spin multiplicity is 2. Its total charge is -2. Its orbital gap (alpha / beta) is 2.04 / 2.07 eV.

Geometry (Å):
Yb -0.1271 0.1429 1.5968
C 0.6879 -1.9479 3.2694
C -0.7371 -2.0406 3.3178
C -1.2057 -2.3784 2.0049
H -1.3712 -1.8678 4.1893
C -0.0654 -2.4951 1.1484
C 1.0973 -2.2375 1.9345
H 2.1235 -2.2689 1.5709
H 1.3414 -1.7078 4.1029
H -2.2437 -2.5309 1.7088
H -0.0945 -2.7157 0.0794
C 1.7975 1.9745 2.2475
C 2.4478 0.7363 1.9457
C 2.2812 0.4751 0.5584
H 2.9721 0.1109 2.6571
C 1.5475 1.5422 -0.0068
C 1.2214 2.4677 1.0273
H 0.6297 3.3798 0.8933
H 1.7311 2.4490 3.2193
H 2.6407 -0.3982 -0.0004
H 1.2666 1.6549 -1.0668
O -0.7107 0.2691 -0.6412
C -0.7922 0.2557 -2.6947
C -2.2099 0.5198 -2.3486
C -0.2771 -1.0993 -2.8832
C -0.1102 1.3676 -3.3988
C -1.9768 0.9704 -0.8472
H -2.8143 -0.3736 -2.3584
H -2.6922 1.2863 -2.9375
H -1.8463 2.0988 -0.9096
H -2.7835 0.6104 -0.1526
H -0.7589 -1.5550 -3.7692
H -0.4182 -1.7594 -2.0288
H 0.8062 -1.0712 -3.1206
H -0.5506 1.4736 -4.4230
H 0.9799 1.1779 -3.5661
H -0.2174 2.3397 -2.8794
F -1.5688 1.1442 2.5613

=====

Entry 2:
Computed, not measured: one molecule with the formula C15H20N2O2S at a distorted geometry, with wB97M-V/def2-TZVPD.

The calculation puts the HOMO energy at -7.64 eV. For the energy above the lowest of the compared OMol25 structures with the same formula, charge and spin, the calculation gives 239.3 kJ/mol. Its orbital gap is 8.25 eV.

Geometry (Å):
C 1.1946 5.2417 -2.6051
C 1.4063 3.7910 -2.3590
C 2.4820 3.0274 -2.7034
C 2.3567 1.6803 -2.3197
C 1.1737 1.4230 -1.6792
C 0.7025 0.1834 -1.1530
N -0.4409 -0.0225 -0.5623
C -0.4509 -1.3471 -0.2287
C -1.6132 -1.9817 0.4635
N -1.1770 -2.8376 1.5668
C -1.9093 -4.0844 1.6365
C -1.0768 -2.1768 2.8571
C -0.0951 -0.9953 2.8489
C -0.9877 0.2520 2.7514
O -2.3369 -0.1693 2.8915
C -2.3602 -1.4922 3.3739
C 0.7258 -1.9084 -0.6443
C 1.2699 -3.2832 -0.5413
O 1.4661 -0.9298 -1.2339
S 0.1989 2.8484 -1.5418
H 2.0601 5.6651 -3.1089
H 1.0383 5.7712 -1.6661
H 0.3133 5.4005 -3.2254
H 3.3414 3.4188 -3.2186
H 3.0981 0.9237 -2.5029
H -2.2932 -1.1861 0.7825
H -2.1463 -2.6017 -0.2636
H -1.7980 -4.6119 0.6896
H -2.9831 -3.9600 1.8401
H -1.4825 -4.7044 2.4251
H -0.7489 -2.9451 3.5639
H 0.4750 -0.9861 3.7775
H 0.5993 -1.0677 2.0174
H -0.8999 0.7470 1.7796
H -0.7488 0.9751 3.5417
H -3.2777 -1.9626 3.0148
H -2.3664 -1.5015 4.4748
H 1.0760 -3.8447 -1.4560
H 2.3462 -3.2464 -0.3867
H 0.7915 -3.7861 0.2940

=====

Entry 3:
Computed, not measured: one molecule with the formula C15H20N2O3, with wB97M-V/def2-TZVPD.

The calculation puts the HOMO energy at -8.67 eV. For the energy above the lowest of the compared OMol25 structures with the same formula, charge and spin, the calculation gives 79.1 kJ/mol. Its orbital gap is 9.42 eV.

Geometry (Å):
C 3.2557 -0.8697 5.8408
C 3.0873 -1.8005 4.6472
C 3.6557 -1.1875 3.3692
C 3.4267 -2.0958 2.1591
O 2.0561 -2.3063 1.8837
C 1.3215 -1.3268 1.3010
C 1.8143 -0.1229 0.8042
C 0.9539 0.7851 0.2153
C -0.4009 0.5111 0.0844
C -1.2938 1.5501 -0.4968
O -1.2661 2.7078 -0.1179
N -2.1811 1.1356 -1.4454
C -3.0818 2.1038 -2.0280
C -2.5240 2.5441 -3.3778
N -2.2584 1.3708 -4.1809
C -1.9907 0.1336 -3.7202
O -1.7274 -0.7861 -4.4655
C -2.0818 -0.0811 -2.2078
C -0.8958 -0.6886 0.5937
C -0.0479 -1.5909 1.1949
H 2.7347 0.0698 5.6697
H 2.8513 -1.3266 6.7406
H 4.3083 -0.6516 6.0097
H 2.0275 -2.0142 4.4954
H 3.5924 -2.7480 4.8478
H 4.7295 -1.0236 3.4792
H 3.1797 -0.2203 3.1955
H 3.9443 -1.7053 1.2742
H 3.8150 -3.0963 2.3702
H 2.8622 0.1230 0.8710
H 1.3361 1.7248 -0.1543
H -3.1537 2.9543 -1.3487
H -4.0647 1.6397 -2.1552
H -3.2404 3.1817 -3.9021
H -1.6004 3.1152 -3.2163
H -2.1568 1.4935 -5.1787
H -1.2022 -0.6531 -1.9077
H -2.9647 -0.7134 -2.0366
H -1.9529 -0.9025 0.5391
H -0.4192 -2.5203 1.5970

=====

Entry 4:
Computed, not measured: one molecule with the formula C15H20N2O5, with wB97M-V/def2-TZVPD.

The calculation puts the HOMO energy at -7.86 eV. For the energy above the lowest of the compared OMol25 structures with the same formula, charge and spin, the calculation gives 6.5 kJ/mol. Its orbital gap is 8.48 eV.

Geometry (Å):
O -1.4497 -2.8988 0.7523
C -1.7283 -2.1635 -0.1536
O -0.8447 -1.3058 -0.6853
C -3.0769 -2.0766 -0.8269
C -4.1382 -1.6290 0.1862
C -3.8762 -0.2202 0.7199
C -4.2208 0.8862 -0.2819
C -3.4066 2.1596 -0.0252
N -2.0509 2.0502 -0.5177
C -1.0182 1.6605 0.2896
O -1.1219 1.5582 1.4922
N 0.1472 1.4518 -0.4177
C 1.3558 0.9287 0.0438
C 1.5417 0.4845 1.3520
C 2.7644 -0.0269 1.7372
C 3.8184 -0.1209 0.8384
C 3.6238 0.2871 -0.4838
C 2.4003 0.8141 -0.8682
O 4.6069 0.1794 -1.4361
C 5.6781 -0.6477 -1.0388
C 6.0877 -0.3285 0.3985
O 5.0257 -0.6100 1.2797
H 0.0001 -1.3425 -0.2055
H -3.0088 -1.3868 -1.6670
H -3.3327 -3.0701 -1.1995
H -4.1233 -2.3337 1.0190
H -5.1241 -1.6727 -0.2810
H -2.8276 -0.1399 1.0056
H -4.4639 -0.0667 1.6264
H -5.2845 1.1220 -0.2197
H -4.0207 0.5504 -1.3022
H -3.3396 2.3545 1.0465
H -3.8775 3.0165 -0.5166
H -1.9558 1.9280 -1.5137
H 0.1299 1.6470 -1.4077
H 0.7355 0.5626 2.0607
H 2.9267 -0.3603 2.7491
H 2.2846 1.1306 -1.8936
H 6.4938 -0.4552 -1.7372
H 5.3792 -1.7033 -1.1018
H 6.9287 -0.9462 0.7169
H 6.3624 0.7336 0.4668

=====

Entry 5:
Computed, not measured: one molecule with the formula C15H20N4O4S at a distorted geometry, with wB97M-V/def2-TZVPD.

The calculation puts the HOMO energy at -9.20 eV. For the energy above the lowest of the compared OMol25 structures with the same formula, charge and spin, the calculation gives 0.0 kJ/mol. Its orbital gap is 9.13 eV.

Geometry (Å):
C -1.6175 4.3631 3.0808
C -2.4859 3.5135 2.1494
O -1.8201 3.3653 0.8812
C -2.2665 2.4157 0.0570
O -3.2330 1.6970 0.2694
C -1.5591 2.3786 -1.2815
C -1.6683 1.0863 -2.0868
C -0.5951 0.0704 -1.6794
C 0.7560 0.0791 -2.1891
C 1.3925 1.0905 -3.1573
N 1.4827 -0.8143 -1.5865
N 0.6284 -1.5533 -0.7680
C 1.0160 -2.7144 -0.0379
C 0.3889 -3.9081 -0.2685
C 0.8294 -5.0585 0.3753
N 1.8570 -5.0394 1.1993
C 2.4647 -3.9010 1.5092
C 2.0644 -2.7333 0.8666
S 2.8661 -1.2345 1.3160
N 3.8573 -0.8241 0.0143
O 3.7695 -1.4074 2.4559
O 1.9304 -0.0964 1.4630
C -0.6082 -0.9351 -0.7513
C -1.7170 -1.3556 0.1566
H -0.6203 3.8915 3.2003
H -1.4673 5.3699 2.6901
H -2.1472 4.4317 4.0539
H -3.4402 4.0173 2.0419
H -2.6716 2.5098 2.5556
H -0.5043 2.5485 -1.1236
H -1.9686 3.1976 -1.8787
H -2.6514 0.6551 -1.9312
H -1.5751 1.2672 -3.1561
H 0.6453 1.3841 -3.8404
H 1.6893 1.9655 -2.5912
H 2.2707 0.7439 -3.6817
H -0.4169 -3.9587 -0.9841
H 0.2802 -5.9944 0.1958
H 3.2020 -3.9010 2.2759
H 4.4781 -1.6038 -0.2017
H 3.2047 -0.6473 -0.7448
H -1.3734 -1.3125 1.1712
H -2.0959 -2.3383 -0.0747
H -2.5707 -0.7101 0.0361